Entry from the OMol25 dataset: 14 unconnected molecules or ions with the total composition C26H84N24O14 in a non-equilibrium geometry (ωB97M-V/def2-TZVPD).

Calculated values
HOMO energy, eV: -8.42
Kohn-Sham gap, eV: 7.967
LUMO, eV: -0.45
Relative energy (zero: lowest compared OMol25 entry of this formula, charge and spin), kcal per mole: 0.0
Total energy, Eh: -3408.87873
2S+1: 1

Last column: Mulliken charge in e.
Element x y z (Å)
1 C -2.6329 -3.3836 -1.3121  0.5833
2 O -3.4956 -3.2946 -2.2054  -0.7374
3 N -1.5939 -4.2025 -1.4304  -0.0320
4 N -2.7895 -2.7550 -0.1169  -0.1989
5 H -1.4989 -4.8169 -2.2132  0.2311
6 H -0.9116 -4.1807 -0.6760  -0.0562
7 H -2.2561 -2.8802 0.7246  0.0690
8 H -3.6440 -2.2428 0.0123  0.1439
9 C 3.4505 3.0333 0.4419  0.5398
10 O 4.5398 3.5256 0.1247  -0.7479
11 N 2.2588 3.6374 0.2174  -0.0262
12 N 3.3831 1.8717 1.1008  0.1355
13 H 2.2148 4.4205 -0.4079  0.1840
14 H 1.4226 3.2710 0.6313  0.0011
15 H 2.5910 1.2936 1.3460  -0.3703
16 H 4.2656 1.4362 1.3133  0.0424
17 C 0.7035 -1.9843 5.2110  0.5969
18 O 1.4460 -2.8265 4.6973  -0.8322
19 N 0.6246 -0.7140 4.7427  -0.1285
20 N -0.1660 -2.2739 6.2134  -0.4234
21 H 1.2294 -0.6050 3.9294  0.0490
22 H 0.0911 -0.0379 5.2483  0.1725
23 H -0.3391 -3.2197 6.4987  0.2491
24 H -0.7613 -1.5482 6.5629  0.1134
25 C 3.9850 -0.5105 4.0900  0.6456
26 O 2.9897 -0.0222 3.5356  -0.6222
27 N 4.5291 0.0008 5.2177  -0.4725
28 N 4.6662 -1.5878 3.6209  -0.1449
29 H 3.9954 0.7426 5.6367  0.2741
30 H 5.3779 -0.3601 5.6008  0.1371
31 H 5.5455 -1.8817 3.9995  0.1957
32 H 4.3017 -2.1525 2.8661  0.0693
33 C 2.6984 1.8352 -4.1029  0.7346
34 O 3.7759 1.9607 -3.5207  -0.6964
35 N 1.5024 2.1861 -3.5222  -0.3014
36 N 2.6369 1.4383 -5.3840  -0.4316
37 H 1.5501 2.4701 -2.5607  0.1167
38 H 0.6476 2.0252 -4.0195  0.1591
39 H 1.7762 1.4103 -5.8971  0.1973
40 H 3.4947 1.0670 -5.7633  0.1790
41 C 5.9542 -0.3748 -0.7763  0.4384
42 O 7.1130 -0.2929 -1.1793  -0.7408
43 N 4.9173 0.3144 -1.3236  0.2420
44 N 5.6811 -0.9360 0.4486  -0.0190
45 H 3.9416 0.1409 -1.2223  -0.2529
46 H 5.1921 0.9465 -2.0607  0.1613
47 H 6.3838 -1.2634 1.0802  0.1924
48 H 4.7267 -0.7620 0.7624  -0.2569
49 C 4.4869 -4.4034 0.4621  0.7774
50 O 4.3703 -3.6838 1.4601  -0.7459
51 N 4.5161 -3.8426 -0.7806  -0.2651
52 N 4.6009 -5.7431 0.5236  -0.4682
53 H 4.6944 -4.3418 -1.6287  0.1854
54 H 4.5765 -2.8377 -0.6471  0.0271
55 H 4.5755 -6.1394 1.4466  0.2438
56 H 4.8411 -6.2920 -0.2789  0.1657
57 C 3.1762 -1.6123 -6.4264  0.5847
58 O 4.0473 -1.0928 -5.7211  -0.6598
59 N 3.5261 -2.3855 -7.4880  -0.4100
60 N 1.8552 -1.4780 -6.2110  -0.2316
61 H 2.8295 -2.7423 -8.1169  0.1313
62 H 4.4865 -2.6031 -7.6715  0.2368
63 H 1.2159 -1.6534 -6.9642  0.2358
64 H 1.5959 -0.9338 -5.4066  0.1409
65 C -3.0303 4.4371 3.8761  0.6957
66 O -3.4700 5.3683 3.2088  -0.6655
67 N -1.7274 4.2476 4.1688  -0.2803
68 N -3.8418 3.5054 4.4850  -0.3996
69 H -1.3785 3.4991 4.7285  0.1252
70 H -1.1045 4.9712 3.8113  0.2767
71 H -4.7983 3.4886 4.1725  0.1701
72 H -3.4873 2.8756 5.1727  0.1583
73 C 0.3220 -4.4734 1.6701  0.4631
74 O 0.1368 -5.0095 0.5782  -0.7853
75 N -0.6474 -4.2203 2.6055  -0.2986
76 N 1.4943 -3.9009 2.0381  0.0154
77 H -0.3413 -3.9714 3.5320  0.1533
78 H -1.5833 -4.5406 2.4260  0.2562
79 H 2.2682 -3.9899 1.3993  -0.3611
80 H 1.7013 -3.4970 2.9443  0.2948
81 C -2.8834 -4.8725 -6.4768  -1.5622
82 C -2.3729 -3.5560 -5.8829  0.5928
83 C -0.9616 -3.4813 -5.3444  -0.4610
84 O -0.7500 -4.5168 -4.3937  -0.4329
85 C 0.5284 -4.4072 -3.8145  -0.1328
86 N -2.5646 -2.5125 -6.8896  -0.6616
87 H -3.9231 -4.8010 -6.7950  0.4201
88 H -2.9021 -5.6403 -5.6937  0.3317
89 H -2.2995 -5.3088 -7.2890  0.3170
90 H -3.0190 -3.3082 -5.0385  0.2160
91 H -0.8315 -2.5254 -4.8194  0.2198
92 H -0.2147 -3.3670 -6.1402  0.2905
93 H 0.4738 -3.7107 -2.9675  -0.2125
94 H 1.3403 -4.1823 -4.5072  0.3906
95 H 0.7667 -5.3222 -3.2638  0.3411
96 H -2.0200 -2.6818 -7.7243  0.2339
97 H -3.5312 -2.3871 -7.1456  0.2672
98 C -8.3258 2.8995 2.0253  -1.4221
99 C -8.1701 1.3851 1.9762  0.5612
100 C -7.1804 0.8570 3.0077  -0.6967
101 O -5.8720 1.2284 2.6108  -0.2578
102 C -4.8186 0.4396 3.1463  -0.7162
103 N -9.4936 0.8078 2.1798  -0.7464
104 H -9.3097 3.1488 1.6287  0.4281
105 H -7.5789 3.4653 1.4733  0.3311
106 H -8.2911 3.1891 3.0801  0.2953
107 H -7.7818 1.1614 0.9794  0.2627
108 H -7.2717 -0.2310 3.1076  0.3387
109 H -7.4098 1.2708 3.9995  0.2597
110 H -4.6809 0.5655 4.2211  0.2365
111 H -3.9949 0.9056 2.5990  0.1680
112 H -4.8726 -0.5846 2.7689  0.4526
113 H -9.4958 -0.1951 2.3311  0.2543
114 H -9.9015 1.1815 3.0322  0.2490
115 C 1.4375 -1.7135 -1.4923  -1.7774
116 C 1.6089 -0.6526 -0.4418  0.9603
117 C 0.3479 -0.2795 0.3205  -1.0848
118 O 0.7124 0.7178 1.2732  0.4933
119 C -0.4362 1.0118 2.0574  -1.5537
120 N 2.6602 -1.0881 0.5112  2.7305
121 H 2.4436 -1.9761 -1.8294  0.2045
122 H 0.8620 -1.4593 -2.3845  0.8226
123 H 0.9682 -2.6311 -1.1242  0.0138
124 H 1.9240 0.3046 -0.8621  -0.2029
125 H -0.1111 -1.1375 0.8230  0.1283
126 H -0.3424 0.1243 -0.4312  0.6550
127 H -1.2034 1.4192 1.3939  0.3813
128 H -0.0960 1.7625 2.7714  0.3510
129 H -0.8009 0.1198 2.5727  0.4849
130 H 2.4910 -0.6259 1.4059  -0.6893
131 H 2.3843 -2.0421 0.7411  -1.1432
132 C -0.8020 4.7096 0.7178  -1.4287
133 C -0.1750 6.0341 1.1168  0.8538
134 C -0.7243 7.1413 0.1313  -1.0765
135 O -0.2069 8.3497 0.6546  -0.3000
136 C -0.5926 9.4785 -0.0828  -0.7912
137 N -0.4299 6.3318 2.5005  -0.7782
138 H -0.5829 4.4948 -0.3310  0.5294
139 H -1.8926 4.6620 0.7848  0.6312
140 H -0.4726 3.9079 1.3790  -0.2380
141 H 0.9062 6.0824 0.9652  0.2443
142 H -1.7990 7.0584 -0.0607  0.4425
143 H -0.2611 6.9821 -0.8525  0.4733
144 H -1.6356 9.5380 -0.4158  0.3162
145 H -0.0102 9.4468 -1.0141  0.3026
146 H -0.4090 10.3847 0.4922  0.2550
147 H -0.1172 7.2853 2.6700  0.3067
148 H -1.4526 6.4216 2.5106  0.1989

---

Entry from the OMol25 dataset: 2 unconnected molecules or ions with the total composition C12H22Cl4NO2 in a non-equilibrium geometry (ωB97M-V/def2-TZVPD).

Calculated values
Net charge: +1
HOMO energy, eV: -11.27
Kohn-Sham gap, eV: 7.811
LUMO, eV: -3.46
Relative energy (zero: lowest compared OMol25 entry of this formula, charge and spin), kcal per mole: 57.5
Total energy, Eh: -2516.01287
2S+1: 1

Last column: Mulliken charge in e.
Element x y z (Å)
1 C -3.7132 -0.2560 -2.2061  -0.7833
2 C -2.5236 -0.6359 -1.5494  -0.5924
3 C -2.1754 0.1015 -0.2254  0.5010
4 C -3.4168 -0.1317 0.7705  -1.2225
5 C -2.9021 -0.0200 2.2425  -0.2413
6 Cl -4.3866 0.0431 3.3096  -0.1212
7 N -2.1037 -1.2442 2.5330  0.0668
8 C -1.1238 -1.5975 1.4513  -1.3497
9 C -0.8427 -0.3874 0.4632  0.4268
10 O 0.1419 -0.8668 -0.4135  -0.3666
11 C 0.6095 0.1415 -1.3175  -0.2483
12 C 1.3072 1.3716 -0.6441  -0.4708
13 O 2.6490 1.5108 -1.1389  -0.3741
14 C 3.1958 2.6963 -0.5582  -0.2997
15 C 4.1527 2.4261 0.6705  -0.9555
16 H -3.6854 0.2659 -3.1833  0.2603
17 H -4.7102 -0.4574 -1.7561  0.2864
18 H -1.8590 -1.4023 -1.9926  0.4037
19 H -2.0965 1.2021 -0.3693  0.4031
20 H -3.8825 -1.1330 0.5987  0.3275
21 H -4.1681 0.6582 0.5738  0.5780
22 H -2.3389 0.9191 2.4381  0.3470
23 H -1.6461 -1.0981 3.4420  0.4025
24 H -2.7257 -2.0504 2.6845  0.4189
25 H -0.1449 -1.7776 1.9619  0.4453
26 H -1.3627 -2.5395 0.9175  0.3120
27 H -0.4891 0.4454 1.1285  0.2092
28 H 1.3842 -0.3505 -1.9527  0.2100
29 H -0.1708 0.5132 -2.0231  0.2496
30 H 1.2926 1.3722 0.4705  0.3871
31 H 0.7615 2.2875 -1.0001  0.2602
32 H 2.4248 3.4437 -0.2488  0.2913
33 H 3.8080 3.2145 -1.3370  0.3917
34 H 3.8822 3.1700 1.4629  0.2763
35 H 4.0376 1.4044 1.0949  0.2759
36 H 5.1984 2.6570 0.3748  0.3039
37 C 3.4327 -2.7372 -1.2798  0.6844
38 Cl 4.8654 -2.3746 -0.3116  -0.1259
39 Cl 3.5378 -1.9615 -2.8647  -0.1271
40 Cl 3.2219 -4.4834 -1.4519  -0.1304
41 H 2.5646 -2.3392 -0.7643  -0.3103

---

Entry from the OMol25 dataset: 2 unconnected molecules or ions with the total composition C35H30OPS2 in a non-equilibrium geometry (ωB97M-V/def2-TZVPD).

Calculated values
Net charge: +1
HOMO energy, eV: -10.09
Kohn-Sham gap, eV: 5.117
LUMO, eV: -4.97
Total energy, Eh: -2564.40966
2S+1: 1

Last column: Mulliken charge in e.
Element x y z (Å)
1 C 1.3873 -3.9889 3.1345  -0.6139
2 C 0.9389 -3.7521 1.8307  -0.9680
3 C 0.6809 -2.4464 1.4115  -0.5081
4 C 0.8408 -1.3733 2.3024  0.3980
5 P 0.3966 0.2912 1.7490  1.8249
6 C -0.7299 1.0498 2.9551  0.6375
7 C -1.4257 2.2174 2.5883  -0.2671
8 C -2.3248 2.8166 3.4696  -0.8899
9 C -2.5364 2.2676 4.7370  -0.6119
10 C -1.8480 1.1130 5.1141  -0.7354
11 C -0.9593 0.5020 4.2280  -0.8563
12 C 1.9414 1.2371 1.9014  0.4472
13 C 1.9192 2.6016 2.2370  -0.5239
14 C 3.1104 3.3225 2.3412  -0.7195
15 C 4.3365 2.6899 2.1101  -0.5935
16 C 4.3690 1.3305 1.7778  -0.7841
17 C 3.1786 0.6085 1.6634  -0.4383
18 C -0.1456 0.1278 0.0795  0.4060
19 C -1.5387 0.1356 -0.3167  -0.0931
20 O -1.8574 0.3298 -1.5075  -0.6299
21 C -2.6443 -0.0927 0.7011  0.4455
22 C -2.6233 -1.1388 1.6270  0.3484
23 C -3.6173 -1.2451 2.6045  -0.6901
24 C -4.6811 -0.3374 2.6181  -0.4736
25 C -4.7715 0.6408 1.6209  -0.5933
26 C -3.7770 0.7339 0.6478  -0.6471
27 C 1.3816 -1.6057 3.5782  -0.5398
28 C 1.6237 -2.9158 4.0010  -0.8799
29 H 1.5649 -5.0124 3.4697  0.4135
30 H 0.7835 -4.5743 1.1318  0.4737
31 H 0.3577 -2.2483 0.3859  0.7826
32 H -1.2805 2.6474 1.5947  0.4837
33 H -2.8669 3.7107 3.1568  0.4010
34 H -3.2428 2.7354 5.4256  0.4167
35 H -2.0067 0.6753 6.1015  0.4224
36 H -0.4660 -0.4207 4.5237  0.4063
37 H 0.9664 3.0930 2.4329  0.3330
38 H 3.0797 4.3805 2.6062  0.4282
39 H 5.2671 3.2548 2.1881  0.4040
40 H 5.3224 0.8254 1.6102  0.4505
41 H 3.2087 -0.4553 1.4161  0.6314
42 H 0.6001 0.3432 -0.6914  -0.6828
43 H -1.8005 -1.8550 1.6015  0.4670
44 H -3.5520 -2.0265 3.3648  0.4236
45 H -5.4409 -0.3940 3.4003  0.4087
46 H -5.6092 1.3398 1.6021  0.3984
47 H -3.8432 1.4821 -0.1437  0.4363
48 H 1.5976 -0.7678 4.2443  0.6363
49 H 1.9933 -3.0938 5.0122  0.4311
50 C -1.7648 -0.0883 -5.4701  -0.4060
51 C -1.3734 -1.4055 -5.1860  -0.7383
52 C -0.3522 -1.6524 -4.2682  -0.4634
53 C 0.2689 -0.5807 -3.5909  0.6642
54 C 1.2229 -0.8041 -2.5067  0.6477
55 S 2.3997 0.4042 -2.1418  -0.0892
56 C 3.8606 -0.6932 -1.9329  -0.5519
57 C 3.4450 -2.1301 -1.6810  -0.6155
58 S 1.6802 -2.4111 -2.1100  -0.0952
59 C -0.0445 0.7352 -3.9794  -0.2083
60 C -1.0779 0.9808 -4.8775  -0.7409
61 H -2.5986 0.1063 -6.1485  0.4117
62 H -1.8815 -2.2408 -5.6747  0.3972
63 H -0.0417 -2.6779 -4.0582  0.3912
64 H 4.4361 -0.6022 -2.8611  0.4970
65 H 4.4467 -0.2840 -1.1035  0.2967
66 H 4.0252 -2.8260 -2.3024  0.4884
67 H 3.5699 -2.4158 -0.6275  0.3365
68 H 0.4992 1.5652 -3.5266  0.3716
69 H -1.3601 2.0112 -5.1012  0.3905

---

Entry from the OMol25 dataset: C4H5NS in the gas phase in a non-equilibrium geometry (ωB97M-V/def2-TZVPD).

Calculated values
HOMO energy, eV: -8.81
SMILES string: C1=NS[C@@H]2C[C@@H]12
Kohn-Sham gap, eV: 9.503
LUMO, eV: 0.69
Relative energy (zero: lowest compared OMol25 entry of this formula, charge and spin), kcal per mole: 104.7
Total energy, Eh: -608.18384
2S+1: 1

Last column: Mulliken charge in e.
Element x y z (Å)
1 C -1.4129 -0.5595 -0.0887  -0.3851
2 C 0.0013 -0.8683 0.3805  -0.1523
3 C 1.0169 1.1695 0.0971  -0.1779
4 C -0.2561 0.4026 -0.4093  -0.0459
5 H -2.1600 -1.0580 -0.7595  0.2787
6 H -2.0558 -0.3306 0.8242  0.1844
7 H 0.0766 -0.3995 1.4380  0.2155
8 H 1.0273 2.2973 0.1509  0.3161
9 H 0.1061 0.2702 -1.4958  0.1948
10 N 2.1023 0.4131 -0.0068  -0.3777
11 S 1.5544 -1.3367 -0.1307  -0.0509